<i>
58
Properties=species:S:1:pos:R:3:nbo_charge:R:1 method="wB97M-V/def2-TZVPD" orbital_gap_ev=7.92 lumo_energy_ev=-1.96 charge=0
Rh -0.7492 0.9154 -1.4842 0.905
As 0.2859 -1.0005 -0.5982 1.411
S -3.9067 1.6466 -1.1325 2.240
S -3.1769 -0.7753 -1.9424 2.225
F -5.0369 -2.5720 -2.0965 -0.286
F -3.0987 -3.1651 -2.8678 -0.303
F -4.3742 -1.8499 -4.0293 -0.292
F -3.4092 4.0795 -1.8605 -0.288
F -2.4117 2.5853 -3.0752 -0.316
F -4.5363 2.9339 -3.3191 -0.291
O 2.5546 2.5908 -2.7902 -0.517
O -0.9408 0.0874 5.7896 -0.376
O -2.8797 -1.3132 -0.6453 -0.938
O -1.9660 -0.4573 -2.7407 -0.936
O -0.6383 2.0844 6.5369 -0.364
O 0.7471 4.3005 0.2013 -0.558
O -5.0233 2.1563 -0.4250 -0.859
O -2.6275 1.4976 -0.4023 -0.948
O -0.1718 2.5736 -0.7591 -0.705
N -0.7043 1.2692 5.6416 0.532
N 1.0213 0.8428 -2.3151 -0.808
N -4.2544 0.3399 -1.9647 -1.185
C -3.9937 -2.1812 -2.8056 0.764
C 4.2753 -3.3942 0.7382 -0.219
C 0.0635 3.5164 2.7700 -0.144
C 3.0241 -1.4216 0.1338 -0.071
C -3.5482 2.8997 -2.4407 0.734
C 1.8904 -0.4690 0.3809 -0.743
C -0.1579 3.0822 4.0643 -0.193
C -0.4757 1.7507 4.2617 0.032
C -0.3805 1.3114 1.9351 -0.114
C 1.7524 1.7716 -2.5627 0.832
C 5.1210 -3.1956 -0.3424 -0.208
C -0.5033 -2.3529 0.5236 -0.958
C -0.0422 2.6368 1.6928 -0.156
C 4.9213 -2.1090 -1.1843 -0.196
C 3.2327 -2.5092 0.9760 -0.169
C 3.8782 -1.2282 -0.9492 -0.204
C 0.2255 3.2220 0.3349 0.768
C -0.5934 0.8492 3.2219 -0.216
C 0.8286 -2.0711 -2.1071 -0.959
H -1.3166 -2.8417 0.0024 0.271
H 5.5818 -1.9448 -2.0254 0.222
H -0.8603 -0.1758 3.4297 0.246
H 2.1309 0.5412 0.0584 0.266
H -0.0687 -2.4276 -2.6092 0.254
H 1.4054 -2.9123 -1.7235 0.244
H 5.9421 -3.8768 -0.5216 0.220
H -0.5009 0.6319 1.1017 0.189
H 0.3209 -3.0448 0.7043 0.241
H 4.4298 -4.2333 1.4037 0.219
H 0.3293 4.5445 2.5709 0.251
H 2.5873 -2.6576 1.8347 0.202
H 3.7218 -0.3823 -1.6087 0.224
H 1.4180 -1.4657 -2.7852 0.276
H -0.8726 -1.9383 1.4590 0.248
H -0.0846 3.7493 4.9095 0.256
H 1.6156 -0.4438 1.4366 0.248

=====

<ii>
58
Properties=species:S:1:pos:R:3:nbo_charge:R:1 method="wB97M-V/def2-TZVPD" orbital_gap_ev=7.66 lumo_energy_ev=-2.20 charge=0
Rh -0.6713 0.9176 -1.3865 0.922
As 0.3204 -1.1142 -0.5859 1.388
S -3.0572 -0.7694 -1.8132 2.216
S -3.8204 1.6715 -1.0624 2.240
F -2.2739 2.5350 -3.0116 -0.318
F -4.3932 2.8511 -3.3165 -0.292
F -3.3099 4.0776 -1.8959 -0.285
F -4.9283 -2.5542 -1.8472 -0.285
F -4.3121 -1.9126 -3.8217 -0.290
F -3.0150 -3.1866 -2.6411 -0.306
O -1.0542 2.4865 6.5773 -0.364
O -0.2059 2.6004 -0.6968 -0.700
O 2.6374 2.7203 -2.5262 -0.518
O -2.7156 -1.2634 -0.5053 -0.933
O -1.1512 0.4337 5.9366 -0.377
O -4.9577 2.2156 -0.4161 -0.860
O -2.5675 1.5365 -0.2863 -0.945
O 0.5778 4.4290 0.2243 -0.555
O -1.8708 -0.4876 -2.6719 -0.931
N 1.1255 0.9281 -2.1477 -0.808
N -4.1481 0.3331 -1.8512 -1.184
N -0.9971 1.6212 5.7299 0.532
C 0.1201 3.3253 0.3711 0.780
C 3.0739 -1.6556 0.0254 -0.070
C 1.8446 1.8783 -2.3482 0.829
C -3.4275 2.8705 -2.4112 0.733
C -0.2188 3.7581 2.7729 -0.145
C -0.6938 1.0790 3.3511 -0.208
C 3.2935 -2.8203 0.7531 -0.169
C 3.9034 -1.3645 -1.0558 -0.204
C -0.4335 1.4814 2.0527 -0.116
C 5.1568 -3.3784 -0.6590 -0.208
C 1.9657 -0.7130 0.3979 -0.737
C -3.9051 -2.1959 -2.5969 0.761
C -0.4878 3.3781 4.0759 -0.193
C 0.8549 -2.0214 -2.1999 -0.964
C -0.4043 -2.5940 0.4014 -0.954
C 4.3296 -3.6797 0.4125 -0.220
C -0.7151 2.0412 4.3395 0.028
C -0.1859 2.8124 1.7511 -0.161
C 4.9408 -2.2186 -1.3933 -0.197
H -0.0465 -2.3189 -2.7330 0.254
H -1.2252 -3.0374 -0.1504 0.266
H 2.2203 0.3171 0.1632 0.266
H 1.4353 -2.8993 -1.9226 0.244
H -0.8946 0.0484 3.6054 0.246
H -0.0232 4.7920 2.5279 0.251
H -0.5211 4.0968 4.8810 0.254
H 1.4332 -1.3453 -2.8157 0.275
H 1.7158 -0.7846 1.4565 0.244
H 5.5859 -1.9777 -2.2285 0.222
H 4.4962 -4.5795 0.9904 0.219
H 2.6639 -3.0470 1.6072 0.201
H 5.9770 -4.0371 -0.9129 0.220
H -0.7623 -2.2819 1.3796 0.250
H 3.7325 -0.4583 -1.6262 0.224
H -0.4372 0.7531 1.2612 0.192
H 0.4269 -3.2927 0.4922 0.242

=====

Stability, descending: <i>, <ii>

=====

<i>
5
Properties=species:S:1:pos:R:3:nbo_charge:R:1 method="wB97M-V/def2-TZVPD" smiles=N#CSSCl orbital_gap_ev=9.71 lumo_energy_ev=-0.45 charge=0
Cl 2.1982 -0.9418 0.2655 -0.133
S 1.5139 0.6374 -0.6725 0.188
S 0.0092 1.1556 0.4160 0.185
N -2.3491 -0.7071 -0.0594 -0.322
C -1.3721 -0.1441 0.0504 0.082

=====

<ii>
5
Properties=species:S:1:pos:R:3:nbo_charge:R:1 method="wB97M-V/def2-TZVPD" orbital_gap_ev=8.05 lumo_energy_ev=-2.26 charge=0
Cl 0.0339 -0.3673 -2.2542 -0.180
S 0.4974 1.1521 -0.7227 0.564
S 2.2364 1.8502 -1.2161 -0.124
N -0.8886 -0.9293 1.1152 -0.302
C -0.2892 -0.2046 0.4748 0.042

=====

Stability, descending: <i>, <ii>

=====

<i>
22
Properties=species:S:1:pos:R:3:nbo_charge:R:1 method="wB97M-V/def2-TZVPD" orbital_gap_ev=9.18 lumo_energy_ev=0.71 charge=0
Si -0.6748 -1.2853 -0.2203 1.926
Si 0.5921 1.1145 0.4198 1.912
N -1.3213 0.1495 0.5004 -1.503
N 0.9978 -0.5254 -0.0628 -1.524
C -0.5748 -2.9115 0.7659 -1.112
C 0.7745 1.8763 2.2240 -1.101
C -0.7011 -1.3239 -2.0866 -1.120
C 0.6196 2.4079 -0.9233 -1.155
H -0.3222 2.2768 -1.5818 0.262
H 1.4198 2.1472 -1.6142 0.246
H 0.0327 -2.0179 -2.5269 0.232
H 1.8901 -0.8024 -0.5128 0.405
H 0.2377 1.4320 2.9770 0.243
H 0.0860 -3.6036 0.2349 0.236
H 0.7510 3.3607 -0.6192 0.232
H -1.6816 -1.5572 -2.3836 0.221
H -0.4963 -0.3994 -2.4987 0.233
H -0.1770 -2.6371 1.7199 0.248
H -2.1904 0.7374 0.3547 0.405
H 0.4730 2.9318 2.2604 0.237
H -1.4703 -3.4864 0.9776 0.238
H 1.7355 2.1161 2.5957 0.237

=====

<ii>
22
Properties=species:S:1:pos:R:3:nbo_charge:R:1 method="wB97M-V/def2-TZVPD" orbital_gap_ev="8.60 / 5.83" lumo_energy_ev="-0.16 / -0.38" charge=0
Si 0.1853 -1.5450 -0.2146 0.761
Si -1.0049 -2.5351 -1.8230 0.271
N -0.4746 -0.5273 0.9926 -0.863
N 0.8667 1.3733 -0.7726 -0.299
C -1.8995 -0.3602 1.2316 -0.433
C 2.3031 1.5142 -0.7387 -0.477
C 0.1884 1.7303 0.3530 -0.301
C 0.2798 0.6469 1.4413 -0.220
H 1.7237 -1.4228 -0.0017 -0.142
H -2.3752 -1.0977 0.4850 0.204
H -2.3251 -0.9950 2.0730 0.211
H -0.0795 0.9491 2.5148 0.210
H 1.3320 0.3730 1.6906 0.211
H 2.5370 2.1933 -1.5070 0.215
H 2.7719 0.5925 -0.8912 0.217
H -1.3143 -1.6741 -3.1694 -0.125
H -0.9138 1.7023 0.0444 0.198
H 2.7170 2.1592 0.1412 0.154
H -2.4845 -2.5220 -1.1992 -0.114
H -0.4378 -3.8541 -2.4113 -0.093
H -2.2548 0.6713 1.0481 0.208
H 0.6592 2.6280 0.7132 0.206

=====

Stability, descending: <i>, <ii>